(1)
Computed, not measured: a 12-piece molecular cluster, C36H84F4O44P8 overall at a distorted geometry, with wB97M-V/def2-TZVPD.

Output
- HOMO level: -9.52 eV
- E_LUMO: 0.2 eV
- Kohn-Sham gap: 9.76 eV
- SMILES: O=C1OC[C@@H](F)O1.O=C1OC[C@@H](F)O1.O=C1OC[C@@H](F)O1.O=C1OC[C@@H](F)O1.COP(=O)(OC)OC.COP(=O)(OC)OC.COP(=O)(OC)OC.COP(=O)(OC)OC.COP(=O)(OC)OC.COP(=O)(OC)OC.COP(=O)(OC)OC.COP(=O)(OC)OC

Each line ends with the Mulliken charge.
Positions of all 176 atoms, in Å:
H (2.539357, -1.215932, -7.979993)  0.268
O (-1.096524, -3.503800, 3.848933)  0.810
H (-4.895434, -3.147794, 0.632044)  -0.086
O (1.355202, 2.641691, -7.548851)  -0.540
O (-3.292247, -0.751098, 1.630477)  1.012
H (6.619202, -1.643723, -2.904068)  0.114
O (-4.221241, 3.818148, -3.044799)  -0.745
H (-5.295861, -1.762302, -0.358753)  0.165
H (-0.556306, 2.483337, -4.733610)  0.250
O (0.960695, -5.542334, -0.090191)  -0.362
H (-1.862576, -2.256877, 2.099141)  -0.337
H (7.274833, 1.195557, 3.017191)  0.354
H (-0.093002, 1.326855, -0.438984)  -0.023
O (-2.821893, -5.404570, 3.672018)  -0.404
H (-3.729674, -4.397759, -5.171633)  0.380
H (-5.049715, -3.450647, -4.556455)  0.259
H (-3.370305, -5.504219, 7.106088)  0.247
H (5.616591, 0.610277, 2.864857)  0.292
H (2.157571, -5.384410, 2.903685)  0.294
C (4.338963, 5.019575, 1.836586)  -0.646
H (4.751268, 1.891002, -1.366351)  -0.689
H (-3.829282, -4.436864, 2.171952)  0.208
O (2.881786, -5.310637, 0.978068)  -0.338
O (1.639896, 0.997771, -6.022648)  -0.175
O (-1.718973, 4.449598, -2.864102)  0.253
H (4.085709, -1.487422, 0.292457)  0.457
C (-6.485893, 0.977447, 0.365021)  -1.265
O (7.084130, -0.540604, 1.970517)  -0.377
O (-5.636101, -1.650097, 1.700719)  -0.295
H (-3.169294, 0.488046, -1.773378)  -0.076
C (-2.531332, -5.863771, 6.511825)  -0.732
H (-0.598753, 3.605199, 8.036004)  0.263
C (2.276962, -5.377952, -0.255520)  0.620
H (-1.721424, 1.261205, -5.366495)  0.120
C (-0.490415, 1.711380, 3.301424)  0.426
H (1.759133, -0.972100, -5.254261)  0.199
C (6.736692, -0.983790, -3.765571)  -0.508
H (5.124649, 2.803027, 0.163579)  -0.073
H (-2.213178, 2.931986, 7.823621)  0.376
O (1.234667, -1.472106, -1.205131)  -0.085
P (-1.723614, -2.735882, -4.240683)  0.356
C (9.046837, -2.399221, -0.718906)  -0.417
C (-3.253792, 3.407439, 0.059070)  -0.697
H (-1.624627, 6.321955, -1.990420)  0.278
H (-3.317552, -6.123006, 1.825848)  0.392
C (7.179917, 0.465363, -3.496240)  0.402
H (-1.992522, -3.281396, -1.608980)  0.316
H (4.085176, 5.633353, 2.700521)  0.279
H (-1.182255, 2.641907, -6.339992)  0.316
H (8.399390, -2.360073, -1.592895)  0.075
O (2.885328, -5.376348, -1.273131)  -0.559
O (-2.576290, 4.594757, 2.893606)  -0.182
C (-3.089382, 0.873187, -2.795181)  -0.898
C (-3.035692, -5.174651, 2.284240)  -0.290
O (5.966070, 1.060953, -3.157789)  -0.235
H (0.190621, -4.504873, 1.557436)  -0.807
H (4.978553, 5.634588, 1.198401)  0.270
F (0.573922, -1.435219, -7.475967)  -0.177
P (7.311838, -0.816608, 0.419319)  1.014
H (7.916703, 0.309286, -2.708565)  0.368
H (-2.298990, 2.992649, -0.255313)  0.122
H (0.178507, 0.886181, 8.413792)  0.311
H (4.501238, -1.582943, -1.400543)  0.330
H (-4.230447, -4.471370, -3.396637)  0.245
C (1.063562, -0.140635, -1.585786)  0.128
H (-3.388547, 5.288651, 4.729121)  0.424
H (-3.993377, 3.086434, -0.677999)  0.238
H (-1.678498, -2.351161, -7.618834)  0.243
H (0.974523, -0.009386, -2.663668)  -0.180
O (0.042857, -0.557665, 0.381956)  0.100
H (0.519212, -0.449610, 7.313731)  0.303
C (-6.132063, 4.655996, 1.332093)  -0.672
H (-1.997922, -0.909185, 3.167972)  0.047
O (-1.006237, 2.986548, 6.171091)  -0.204
F (2.106523, -7.160985, 2.051668)  -0.359
C (1.950018, -5.808719, 1.924287)  0.404
O (5.405948, -0.780207, -4.287239)  -0.362
H (-4.102213, 1.028318, -3.161349)  0.489
C (4.659396, 2.827612, -0.820041)  0.705
O (3.271074, 3.094924, -0.751765)  -0.329
H (0.531241, 3.933247, -1.898544)  0.274
C (0.629088, -5.470335, 1.296549)  0.959
H (-2.349376, -1.254220, -6.390149)  0.150
C (-2.076721, 5.855748, -2.863854)  -1.059
C (-1.416573, -4.093412, -2.056992)  -0.639
O (2.570821, 2.497744, 1.717258)  -0.760
H (-3.267941, 4.486460, -0.123686)  0.421
C (-0.137524, 0.290748, -0.758891)  1.070
H (-3.155005, 5.959157, -2.769462)  0.427
O (-4.533595, 3.191189, 3.773117)  -0.641
H (0.106275, 5.305298, -0.903959)  -0.123
C (0.209842, -2.962731, 4.107707)  -0.358
O (-5.044156, 0.388160, 3.132913)  -0.650
H (4.824919, -0.139358, -0.426422)  -0.178
H (0.861923, -3.697072, 4.578431)  0.476
F (7.680871, 0.951672, -4.662400)  -0.334
O (-0.465507, 1.080719, 4.580146)  -0.192
O (-3.648924, 2.962109, 1.331579)  0.326
C (1.719896, -0.714263, -7.463152)  0.172
H (-0.435737, -4.082816, -1.579248)  0.051
H (0.520197, 2.061509, 3.077985)  0.319
H (-1.027366, 0.014968, -1.321978)  -0.756
H (-1.859315, -6.356880, 7.218824)  0.270
P (2.548926, 3.476240, 0.628302)  1.083
O (1.086006, 3.919226, 0.139269)  0.008
P (-1.419479, -4.989792, 4.344161)  0.435
O (7.601767, 0.344705, -0.416220)  -0.675
O (-1.614526, -3.103485, -5.803328)  -0.378
C (0.660628, -1.688457, -0.006273)  -0.246
H (-6.208282, 4.982309, 0.295174)  0.260
C (-1.455562, 2.319789, -5.333123)  -0.332
P (-4.795815, -0.297562, 1.864370)  -0.232
F (2.164247, 0.601051, -1.206749)  -0.282
C (-2.317583, -2.287396, -6.736426)  -0.613
O (3.824507, 0.678253, -3.607880)  -0.268
O (-1.856986, -4.780201, 5.876229)  -0.284
H (4.755659, 4.057933, 2.123519)  0.240
H (-6.643855, -2.791438, 0.281756)  0.335
H (-2.200363, -4.817437, 1.677111)  -0.140
C (0.902137, 4.584818, -1.111126)  -0.475
H (6.365518, 1.420434, 1.497643)  0.084
H (-3.297113, -2.153008, 3.159091)  0.587
P (-1.550636, 1.562230, 5.658888)  1.252
H (-1.820295, 4.610280, 7.194188)  0.265
H (1.771458, 5.181893, -1.385836)  0.431
C (4.863624, -1.233191, -0.433668)  -0.205
O (0.644799, -2.684375, 0.649631)  -0.311
C (-4.075227, -3.865559, -4.287808)  -0.931
O (-0.990239, -1.504667, -3.895190)  0.376
H (-0.171468, -6.195896, 1.423294)  0.277
O (8.482659, -1.925215, 0.486327)  -0.452
O (-3.277804, -2.732591, -3.927117)  -0.075
H (-6.480648, 1.926985, -0.163900)  0.242
H (-3.284965, -2.674314, -7.062240)  0.298
H (7.517845, -1.444648, -4.370061)  0.438
O (-2.384875, 2.107668, -2.576882)  1.495
H (-2.861245, -6.607971, 5.788452)  0.332
C (0.090799, 0.551600, 7.375797)  -0.831
O (-4.912341, 5.016868, 1.956231)  -0.426
H (-1.697199, 4.978153, 4.612788)  0.169
H (-6.391563, 3.616183, 1.537067)  0.162
O (6.123733, -1.784664, -0.095224)  -0.270
H (0.638344, -2.642796, 3.156901)  -0.210
C (4.965783, 0.349373, -3.688892)  0.364
H (-1.859187, -5.043240, -1.753032)  0.359
H (0.114126, -2.064784, 4.716076)  0.111
O (-2.955934, 1.526654, 5.227870)  -0.774
H (3.216689, -0.426038, -5.990127)  -0.014
H (-0.693629, 1.032292, 2.472508)  -0.208
H (-6.887559, 5.234858, 1.879873)  0.329
H (-1.131602, 2.587738, 3.225586)  -0.309
H (-2.365046, 6.480097, 3.826937)  0.315
H (0.799629, 1.205534, 6.859822)  0.289
C (-2.593065, -1.585823, 2.549217)  -0.552
H (5.242678, 3.478942, -1.476940)  0.249
H (10.001666, -1.925991, -0.964962)  0.265
O (-1.174236, -4.010583, -3.449945)  -0.391
O (-0.393546, -6.000284, 4.040073)  -0.684
H (9.373866, -3.430391, -0.575031)  0.293
O (-2.549338, 3.114521, -4.918924)  -0.418
O (3.163334, 4.904290, 1.010329)  -0.357
O (1.572080, 0.499738, -8.162671)  -0.356
H (-2.506192, 0.111656, -3.306346)  0.087
C (2.129416, -0.347350, -6.062801)  0.100
H (-1.645141, 6.298263, -3.757759)  0.260
O (-1.240350, 0.576535, 6.903915)  -0.418
H (-6.985284, 1.093569, 1.327832)  0.468
C (-1.472061, 3.597755, 7.378245)  -0.809
C (6.557001, 0.748844, 2.331560)  -0.536
C (-2.529238, 5.436523, 4.075114)  -0.975
H (-6.978733, 0.196102, -0.219052)  0.284
P (-3.974535, 3.858751, 2.611609)  0.637
O (-5.140394, 0.500552, 0.508125)  0.486
C (1.526383, 1.503074, -7.271334)  0.492
P (-2.843780, 3.426391, -3.347171)  -0.042
C (-5.656799, -2.379417, 0.465737)  -0.302

Atoms 1-2, force components in eV/Å:
H -0.5 -0.6 -0.1
O -0.3 -1.1 0.5


(2)
Computed, not measured: a 5-piece molecular cluster, C27H48BClNO12 overall at a distorted geometry, with wB97M-V/def2-TZVPD.

Output
- HOMO level: -11.34 eV
- E_LUMO: -4.2 eV
- Total charge: +1
- Kohn-Sham gap: 7.14 eV

Each line ends with the Mulliken charge.
Positions of all 90 atoms, in Å:
C (7.871973, -0.969279, 8.548481)  -1.019
O (-0.187520, 3.000612, 1.758566)  -0.524
H (4.556040, 3.943542, -2.782703)  0.274
O (-0.639567, 2.464160, -3.563704)  -0.528
C (0.368117, 2.438654, 0.607066)  0.180
H (2.934939, 6.009444, -2.618514)  0.343
H (7.010976, -2.887706, 4.716403)  0.308
H (-5.896330, -3.581736, -8.352785)  0.372
C (4.168120, 3.022493, -3.307877)  -1.199
H (3.720247, 2.280640, -2.589427)  0.259
O (0.552415, 0.699186, -2.371501)  -0.445
H (-7.977699, -2.281564, -2.257648)  0.319
H (-5.711668, -3.199705, -2.841003)  0.366
H (-7.229768, -1.176297, -1.086905)  0.356
C (3.567947, 2.270509, 7.190394)  -0.737
B (0.333790, 2.064424, -2.601946)  0.585
H (-9.122359, -3.899432, -7.006386)  0.340
H (-7.214406, -2.903679, -0.787459)  0.237
H (-5.427602, -3.000941, -6.741973)  0.272
C (-4.150029, -2.950167, -0.667546)  0.831
H (-4.100261, -5.047857, -0.384843)  0.314
H (-0.801941, -1.318945, -0.520741)  0.221
H (8.186851, 0.074266, 8.610441)  0.311
O (2.018628, 2.844563, 3.197644)  -0.756
O (-3.127630, -2.704379, -0.076412)  -0.540
O (2.017133, 2.842171, 5.398536)  -0.345
O (0.272831, 1.258198, 0.453752)  -0.437
C (2.145939, 2.186083, 6.671385)  -0.495
H (2.993266, 6.444171, -0.277844)  0.385
Cl (2.834458, 1.748073, -5.314805)  -0.155
H (5.785373, -0.528580, 8.703912)  0.323
C (3.248269, 3.347334, -4.542067)  0.322
H (1.482559, 2.717093, 7.353484)  0.315
C (1.085649, 3.257432, -1.816582)  0.808
H (1.867550, 4.753781, 1.309029)  0.423
O (6.341848, -0.427563, 4.546389)  -0.549
H (1.997661, 5.263963, -4.554988)  0.454
C (-5.824556, -2.247575, -2.318196)  -0.397
H (1.045879, 3.739993, -4.685674)  0.307
H (-1.615598, -1.902119, -2.007705)  0.130
C (1.816247, 4.587451, 0.209083)  -0.575
O (-7.127888, -4.526311, -5.353163)  -0.370
C (2.469552, 5.539596, -0.653533)  -0.620
H (2.682846, 0.379686, 3.362304)  0.380
H (-9.161946, -2.423246, -6.013351)  0.254
C (-0.771429, 0.090219, -2.213996)  -0.246
H (3.886303, 3.313000, 7.254511)  0.315
H (-7.534552, -5.176000, -7.297590)  0.377
H (-0.443250, 1.935605, -4.363244)  0.343
C (-0.686745, -1.388850, -1.628720)  -0.832
H (-5.786392, -1.468307, -3.080334)  0.327
C (-6.732346, -4.714498, -6.718251)  -0.422
C (-4.853658, -4.266900, -0.481052)  -1.072
H (-5.449678, -4.225737, 0.429994)  0.261
H (7.943921, -1.417762, 9.540764)  0.372
O (-4.711682, -2.005975, -1.443600)  -0.369
H (4.271564, 1.764495, 6.527174)  0.125
C (-7.139416, -2.150631, -1.572818)  -0.981
C (1.928602, 4.203690, -4.186468)  -1.412
H (7.202350, -2.907253, 6.448948)  0.362
H (-1.333399, 0.719510, -1.469078)  0.207
H (2.880938, 0.353446, 5.093451)  0.315
H (0.235403, -1.919435, -1.971045)  0.324
C (6.452407, -1.059707, 8.024468)  -0.391
C (-9.274290, -3.507060, -6.003581)  -1.071
H (8.428910, -2.099939, 5.443903)  0.286
H (8.578485, -1.474684, 7.888787)  0.280
H (-7.034630, -2.661579, -7.356153)  0.273
C (1.814129, 4.259823, -2.633537)  -0.130
H (0.570318, 3.107744, 2.395505)  0.460
H (5.093888, 2.515372, -3.712359)  0.435
C (3.040873, 0.964525, 4.209424)  -1.046
H (3.844240, 4.005626, -5.233035)  0.348
C (-6.246990, -3.416082, -7.332613)  -0.965
C (1.097583, 3.421879, -0.348875)  0.862
O (-8.642499, -4.102706, -3.807020)  -0.570
H (1.780746, 1.158799, 6.619616)  0.370
H (6.090575, -2.088823, 7.974793)  0.355
H (-5.911164, -5.431028, -6.699790)  0.332
O (6.326231, -0.409047, 6.751854)  -0.345
H (-5.486111, -4.551013, -1.319107)  0.355
H (4.106796, 1.161416, 4.088212)  0.306
C (7.364291, -2.299161, 5.562113)  -1.093
N (2.449122, 5.331583, -2.021484)  0.165
C (2.301174, 2.267279, 4.232710)  0.824
H (-1.331250, -0.008061, -3.188903)  0.338
C (6.618731, -0.993027, 5.574875)  0.802
H (-10.295967, -3.761667, -5.724820)  0.329
H (3.641072, 1.818894, 8.181096)  0.345
C (-8.343544, -4.088408, -4.974319)  0.856

Atoms 1-2, force components in eV/Å:
C 0.1 0.0 -0.1
O 1.3 0.3 -1.6


Question: Which value of HOMO level does entry 1 give?
Answer: -9.52 eV


Question: What is the formula in the first record?
Answer: C36H84F4O44P8


Question: Which formula does entry 2 have?
Answer: C27H48BClNO12


Question: HOMO level of number 1 (C36H84F4O44P8)?
Answer: -9.52 eV